Density functional theory data (wB97M-V/def2-TZVPD) for a structure of composition C35H55N8ORbSi2.

Geometry (Å):
H  -1.18713  5.07634  -3.65526
C  0.23004  -3.94058  4.16834
H  1.80249  -1.95736  5.24189
C  -0.88304  -4.72328  4.44694
C  2.21114  -1.78570  4.24924
H  5.47186  -2.64546  -2.46664
C  2.58601  -1.85158  -2.87555
C  -2.75804  0.72492  -2.73752
H  -5.18886  1.13233  -5.15504
H  -3.67705  -2.48069  -3.45588
H  3.78781  -4.15423  -1.27842
C  -0.32303  -3.64876  -0.66959
H  -5.17959  -1.37249  -5.03608
H  1.76036  1.89619  4.24821
H  -0.79068  -5.59592  5.08396
H  -0.49998  3.53116  -4.19074
H  -0.05413  4.80723  -1.26333
H  -2.98582  -4.97285  4.10603
C  0.16584  -2.81133  3.35369
H  2.14445  -4.22487  -1.95953
C  5.17590  -3.84034  -4.22959
O  5.00867  -5.06953  -3.54410
N  3.45667  1.66887  -1.46434
H  -0.24688  -3.42823  -3.83974
C  3.15940  -1.25772  1.73921
C  -1.07565  -2.49576  2.75947
C  -2.75916  -0.72440  -2.66093
H  0.26528  3.30971  2.04225
H  -3.52086  -3.93734  -0.28462
H  -0.29558  -1.04259  1.66047
C  -4.52645  -0.77604  -4.40479
C  -4.53258  0.60341  -4.46921
H  -0.03772  -4.67634  -0.92061
N  -1.82687  2.06676  1.81697
H  1.74292  3.64563  -3.20163
H  -3.05614  5.27051  -1.33117
N  2.18287  1.74209  2.14728
H  -1.81563  -1.49774  1.14850
H  0.56936  -3.02267  -0.74870
H  2.92106  2.90177  -4.29665
H  -0.71790  2.91682  4.90335
H  4.87230  -1.72231  -3.86831
H  -1.92403  -3.72966  -4.28056
H  -3.69080  2.39456  -3.68734
H  3.41865  4.24967  -3.25043
Rb  0.37659  0.07517  -0.56464
N  -1.92669  -1.42048  -1.80958
C  -3.16757  -4.23049  -1.27832
C  4.00178  -1.09692  2.83805
H  1.05401  4.02933  3.45526
C  3.50359  -1.30020  4.11680
H  2.56309  0.80530  2.13188
C  4.80017  -2.66784  -3.33384
H  5.03233  -0.77469  2.70406
C  -3.29612  4.21063  -1.46274
H  0.49794  3.15135  -0.98666
H  -3.66966  3.82770  -0.50760
Si  -1.72021  -3.07832  -1.82877
C  1.42173  -2.03703  3.11957
C  -1.38196  4.00259  -3.74282
Si  -1.78695  3.15832  -2.04916
C  1.25950  1.89109  3.26619
C  1.81762  -1.70156  1.79401
H  -2.23367  1.20753  1.46709
H  -2.32920  2.83827  1.39634
C  -0.37111  3.80847  -0.94596
H  0.59185  1.02868  3.23248
H  -2.85769  -5.27862  -1.22380
C  3.20145  -4.12696  -2.20457
C  -2.10481  -4.37810  3.89226
H  -4.02340  -4.17108  -1.95629
N  -1.21165  -1.37169  1.95644
C  -0.88200  3.14661  3.84425
H  6.22493  -3.78835  -4.52329
H  1.19300  -4.21925  4.58014
H  -1.55114  1.10784  3.61857
H  4.54499  -3.82359  -5.12871
H  -4.11892  4.14081  -2.17898
C  2.78962  3.36350  -3.31904
H  4.11294  -1.10626  4.99394
C  -1.17932  -3.89073  -3.49720
N  3.42775  -2.87283  -2.90164
H  3.63672  -6.21112  -2.60394
C  -1.84928  2.09778  3.26924
C  -3.66999  1.31082  -3.63624
C  0.45413  3.17999  3.10654
C  3.16091  2.41665  -2.28279
H  3.59215  -1.05340  0.75695
H  -1.01371  -4.96923  -3.40777
N  -1.90030  1.49910  -1.98154
H  -0.68528  3.88078  0.09582
H  3.00341  -5.29927  -4.00086
H  -2.20307  3.87180  -4.45143
C  -3.66310  -1.39736  -3.50770
H  -2.84923  2.29495  3.68892
C  -2.19442  -3.27826  3.05511
H  2.95524  2.39348  2.22106
C  3.65991  -5.25358  -3.12252
H  -1.34067  4.14066  3.79642
N  1.87391  -0.94267  -2.89409
H  -0.63193  -3.65187  0.37717
H  -3.14741  -3.02389  2.60408

Computed properties:
**Energy above the lowest of the compared OMol25 structures with the same formula, charge and spin**: 15.4 kcal/mol
**LUMO level**: 3.519 eV
**Net charge**: -2
**Total energy**: -67567.75000 eV